1.
Density functional theory data (ωB97M-V/def2-TZVPD) for a cluster of 2 separate species, H5N2OP in total in a non-equilibrium geometry.

## Properties
E: -14394.755 eV
Maximum force: 1.7 eV Å⁻¹
Energy relative to the best compared isomer or geometry (same formula, charge and spin): 4.433 eV
HOMO-LUMO gap (spin up / spin down): 7.3 / 8.6 eV

Last column: Löwdin charge in e.
Positions of all 9 atoms, in Å:
N1 -1.535 0.535 -0.049  0.066
N2 0.838 -1.144 0.138  -0.213
O1 0.225 1.324 0.389  -0.499
P1 1.220 0.444 -0.344  0.630
H1 -1.965 1.448 -0.178  0.006
H2 -1.734 0.248 0.905  0.003
H3 0.896 -1.284 1.141  0.031
H4 1.333 -1.880 -0.347  0.025
H5 0.722 0.308 -1.656  -0.049

2.
Density functional theory data (ωB97M-V/def2-TZVPD) for the ion C4H9N2 with charge +1 in a non-equilibrium geometry.

## Properties
E: -7260.668 eV
Net charge: +1
Maximum force: 7.8 eV Å⁻¹
Expectation value of S²: 2.01
Energy relative to the best compared isomer or geometry (same formula, charge and spin): 2.792 eV
HOMO-LUMO gap (spin up / spin down): 6.4 / 7.8 eV
2S+1: 3

Last column: Löwdin charge in e.
Positions of all 15 atoms, in Å:
C1 -2.307 0.739 -0.315  -0.027
C2 0.022 -0.342 0.121  -0.198
C3 -0.520 -1.765 0.251  -0.005
C4 1.837 1.307 0.380  -0.017
N1 -1.115 0.964 -0.067  0.220
N2 1.180 -0.018 0.462  0.008
H1 -2.857 1.629 -0.270  0.093
H2 -2.792 -0.217 -0.720  0.155
H3 0.283 -2.621 0.286  0.148
H4 -1.154 -1.902 -0.711  0.109
H5 -1.195 -1.568 1.084  0.088
H6 1.268 2.212 0.509  0.078
H7 2.273 1.423 -0.630  0.101
H8 2.758 1.392 1.057  0.127
H9 1.804 -0.720 0.589  0.121

3.
Density functional theory data (ωB97M-V/def2-TZVPD) for a cluster of 2 separate species, C3H8NO2S in total in a non-equilibrium geometry.

## Properties
E: -19661.246 eV
Net charge: -1
Maximum force: 3.7 eV Å⁻¹
Energy relative to the best compared isomer or geometry (same formula, charge and spin): 2.574 eV
HOMO-LUMO gap: 5.6 eV

Last column: Löwdin charge in e.
Positions of all 15 atoms, in Å:
O1 1.893 2.765 2.086  -0.013
C1 1.326 1.830 1.618  -0.381
N1 1.978 0.917 0.758  0.000
C2 1.169 -0.175 0.237  -0.413
C3 0.692 -0.196 -1.161  -0.692
S1 -0.992 0.707 -1.182  0.012
H1 0.203 1.545 1.931  0.153
H2 2.859 1.148 0.313  0.127
H3 0.292 -0.057 0.960  0.058
H4 1.624 -1.151 0.529  0.099
H5 0.626 -1.074 -1.795  0.020
H6 1.348 0.424 -1.808  0.030
H7 -4.163 -4.059 -0.895  0.066
H8 -4.004 -5.208 0.160  0.062
O2 -3.878 -5.023 -0.830  -0.130

4.
Density functional theory data (ωB97M-V/def2-TZVPD) for a structure of composition C25H38F3MnNO9 in a non-equilibrium geometry.

## Properties
E: -85929.837 eV
Net charge: -2
Maximum force: 5.0 eV Å⁻¹
Expectation value of S²: 8.75
HOMO-LUMO gap (spin up / spin down): 4.7 / 4.7 eV
2S+1: 6

Last column: Löwdin charge in e.
Positions of all 77 atoms, in Å:
Mn1 0.135 0.523 0.070  0.932
C1 -3.172 1.282 -0.442  -0.429
O1 -3.482 0.026 0.131  -0.119
O2 -1.810 1.382 -0.354  -0.215
C2 -4.061 1.492 -1.770  -0.526
F1 -3.579 2.460 -2.576  0.132
F2 -4.259 0.316 -2.446  0.100
F3 -5.211 1.928 -1.274  0.126
C3 -4.532 0.008 1.158  -0.223
C4 -4.297 -1.263 1.966  -0.092
H1 -4.049 -2.059 1.265  0.072
H2 -3.554 -1.271 2.764  0.063
H3 -5.255 -1.497 2.431  0.063
H4 -5.480 -0.079 0.626  0.105
H5 -4.573 0.871 1.823  0.109
H6 -3.547 2.081 0.197  0.129
C5 2.381 3.736 -2.245  -0.031
C6 2.260 3.131 -1.043  -0.299
C7 3.075 3.529 0.172  -0.345
O3 3.012 2.946 1.345  -0.115
C8 3.931 4.653 0.112  -0.042
C9 4.061 5.371 -1.104  -0.401
C10 3.243 4.874 -2.397  -0.354
O4 3.470 5.550 -3.411  -0.029
O5 4.903 6.269 -1.261  -0.063
O6 1.396 2.093 -0.965  -0.181
H7 2.049 3.357 -3.201  0.093
H8 4.588 4.929 0.924  0.086
C11 -1.156 -1.979 1.407  -0.049
C12 0.219 -2.672 1.053  -0.445
C13 -0.126 -3.568 -0.144  -0.155
C14 1.078 -4.153 -0.873  -0.193
C15 2.026 -3.101 -1.363  -0.161
C16 2.416 -2.130 -0.213  -0.466
N1 1.191 -1.647 0.546  -0.203
O7 1.533 -0.537 1.362  -0.276
C17 3.175 -1.050 -0.920  -0.075
C18 3.498 -2.787 0.708  -0.042
C19 0.695 -3.507 2.301  -0.027
H9 -1.874 -2.710 1.782  0.066
H10 -1.674 -1.465 0.597  0.061
H11 -0.948 -1.312 2.243  0.075
H12 -0.684 -3.005 -0.892  0.081
H13 -0.867 -4.347 0.031  0.112
H14 0.851 -4.775 -1.739  0.103
H15 1.662 -4.696 -0.129  0.094
H16 1.524 -2.486 -2.109  0.099
H17 2.894 -3.512 -1.879  0.116
H18 2.613 -0.458 -1.642  0.080
H19 4.144 -1.322 -1.339  0.079
H20 3.673 -0.291 -0.316  0.092
H21 3.790 -2.086 1.490  0.083
H22 4.401 -2.996 0.134  0.067
H23 3.230 -3.732 1.181  0.043
H24 0.842 -2.881 3.181  0.076
H25 1.550 -4.165 2.148  0.048
H26 -0.136 -4.163 2.560  0.062
C20 -1.602 -1.721 -3.357  -0.003
C21 -0.741 -0.566 -2.822  -0.377
O8 -0.238 -0.574 -1.700  -0.015
C22 -0.680 0.651 -3.779  0.015
H27 -1.373 -1.896 -4.408  0.075
H28 -2.612 -1.309 -3.349  0.071
H29 -1.582 -2.678 -2.837  0.069
H30 -1.671 1.104 -3.742  0.073
H31 -0.316 0.468 -4.790  0.079
H32 -0.020 1.392 -3.328  0.077
C23 0.392 3.398 3.660  -0.005
C24 -0.409 2.338 2.896  -0.414
O9 0.006 1.858 1.862  0.038
C25 -1.765 1.965 3.537  -0.007
H33 1.362 3.539 3.183  0.073
H34 0.497 3.111 4.706  0.072
H35 -0.249 4.276 3.575  0.083
H36 -1.943 0.936 3.222  0.065
H37 -2.593 2.584 3.192  0.079
H38 -1.648 2.021 4.619  0.066

5.
Density functional theory data (ωB97M-V/def2-TZVPD) for a structure of composition C8HCl7KO3.

## Properties
E: -118441.275 eV
Net charge: -1
Maximum force: 0.4 eV Å⁻¹
Energy relative to the best compared isomer or geometry (same formula, charge and spin): 0.602 eV
HOMO-LUMO gap: 7.1 eV

Last column: Löwdin charge in e.
Positions of all 20 atoms, in Å:
K1 2.609 -0.762 -0.181  0.897
Cl1 -5.326 -2.306 0.078  0.622
C1 -3.706 -1.724 -0.069  -0.737
C2 -2.633 -2.612 -0.147  -0.718
Cl2 -2.935 -4.312 -0.094  0.647
C3 -1.341 -2.136 -0.266  -0.603
Cl3 0.000 -3.235 -0.351  0.663
C4 -1.014 -0.748 -0.321  -0.542
O1 0.170 -0.333 -0.437  -0.262
C5 -2.145 0.120 -0.232  -0.619
Cl4 -1.809 1.811 -0.280  0.690
C6 -3.438 -0.354 -0.110  -0.711
Cl5 -4.753 0.764 -0.006  0.648
Cl6 2.912 3.295 1.848  0.560
C7 3.190 2.389 0.338  -1.024
Cl7 2.942 3.454 -1.068  0.562
C8 4.657 1.813 0.338  -0.847
O2 5.557 2.637 0.311  -0.021
O3 4.703 0.552 0.354  -0.194
H1 2.360 1.687 0.295  -0.011

6.
Density functional theory data (ωB97M-V/def2-TZVPD) for an isolated molecule of C2H6N4S.

## Properties
E: -18965.193 eV
Structure (SMILES): NN/C=N\C=N\S
Maximum force: 0.8 eV Å⁻¹
Energy relative to the best compared isomer or geometry (same formula, charge and spin): 1.853 eV
HOMO-LUMO gap: 9.1 eV

Last column: Löwdin charge in e.
Positions of all 13 atoms, in Å:
C1 0.947 0.884 0.006  -0.225
C2 -1.367 1.143 -0.003  -0.377
H1 2.762 -0.949 -0.834  0.082
H2 2.749 -0.993 0.846  0.081
H3 0.117 -0.973 -0.011  0.101
H4 1.941 1.345 -0.006  0.123
H5 -2.113 1.910 0.015  0.087
H6 -3.174 -1.799 -0.011  -0.165
N1 2.216 -1.187 -0.003  0.020
N2 1.002 -0.458 0.006  -0.067
N3 -0.089 1.655 0.000  0.035
N4 -1.654 -0.106 -0.007  -0.402
S1 -3.336 -0.473 0.003  0.707